Entry 1:
68
Properties=species:S:1:pos:R:3:forces:R:3:mulliken_charge:R:1 method="wB97M-V/def2-TZVPD" de_lowest_kcal_mol=9.35 homo_energy_ev="-7.152 / -7.383" e_tot_ha=-3550.3611 multiplicity=3
O 3.296688 1.224643 -1.348939 -0.0022 -0.5414 0.5755 -0.651
C 2.540029 1.635631 -2.190926 -0.1977 1.2934 -1.7923 -0.444
C 1.932601 3.020734 -2.174077 0.1845 0.5682 0.6596 0.689
C 1.338670 3.492485 -0.992352 0.4270 0.2300 0.2864 -0.161
H 1.117537 2.790932 -0.197904 0.0737 -0.1795 -0.0184 0.822
C 1.050921 4.837464 -0.768517 -0.3545 0.0152 -0.5683 -0.807
H 0.565378 5.132780 0.186851 0.5275 -0.0949 -0.8606 0.381
C 1.308909 5.748327 -1.810883 0.7681 -0.3406 -0.3710 -0.496
H 1.189863 6.828280 -1.661257 -0.1793 -0.5123 -0.1276 0.369
C 1.843645 5.281377 -3.039700 -0.4017 -0.1164 -0.2703 -0.568
H 1.992407 5.989745 -3.888478 -0.0722 -0.5838 0.8997 0.326
C 2.125495 3.907548 -3.250729 -0.4015 0.1380 0.8371 -0.588
H 2.471780 3.505315 -4.212609 0.0343 0.4296 0.4180 0.385
H 2.509131 1.176868 -3.199343 -0.0621 -0.2255 0.1742 0.429
C 0.480652 -0.406596 -3.374905 -0.2133 -1.7406 -2.3278 -1.553
C 0.215481 0.623022 -2.395638 0.5680 2.2577 0.6390 1.387
H 0.618601 -0.054323 -4.414217 -0.1861 0.2979 0.3151 0.379
H -0.391790 -1.075704 -3.446060 0.5723 -0.3061 -0.4733 0.534
H 1.350487 -1.041223 -3.198563 0.0505 0.1551 0.2641 0.290
C -0.720260 1.610620 -2.535279 1.3693 -0.2490 0.0452 -0.590
C -1.773483 1.564851 -3.526073 -0.7179 0.3187 -1.6257 -1.629
H -0.599151 2.570634 -2.032551 -0.3050 -0.5746 0.4964 0.620
H -1.386637 2.087211 -4.413519 -0.3403 -0.0492 -0.1849 0.388
H -2.689831 2.051762 -3.211258 -0.0521 0.2773 0.1481 0.329
H -2.036241 0.541691 -3.770400 0.0234 0.0220 -0.4026 0.319
V -1.031950 -0.326070 -1.280966 0.1315 -0.2475 3.5652 0.237
Cl -1.972623 1.395397 -0.083732 -0.4033 0.1247 0.1321 -0.530
Cl -2.451163 -1.583141 -2.471429 -0.7321 -0.5678 -0.2229 -0.567
C -3.068271 -1.293741 1.254169 1.4707 -0.5662 -0.4622 -0.125
O -1.959550 -1.533311 0.725094 -1.1661 0.6202 -0.1876 -0.381
N -3.428337 -2.004729 2.340592 -0.1200 -0.1618 -0.1213 0.238
C -2.518961 -3.126233 2.670342 0.5467 0.2340 -0.0026 -0.670
C -4.745290 -1.934552 2.977633 -0.4943 -0.1936 0.1967 -0.878
H -3.761985 -0.531769 0.845023 0.2648 -0.2671 0.4334 0.438
H -1.499723 -2.646463 2.801072 -1.0543 -0.9764 -0.1210 0.060
H -2.485696 -3.901988 1.844652 0.0250 1.0158 0.8301 0.250
H -2.865183 -3.623063 3.600936 0.2543 0.4654 -0.5460 0.321
H -5.162139 -0.890817 3.101084 0.8052 -1.0530 -0.2599 0.306
H -4.628381 -2.399732 3.995381 -0.3606 0.5525 -1.0121 0.266
H -5.478548 -2.524936 2.371897 0.3743 0.3725 0.6790 0.321
H 2.201753 -5.079370 -0.644049 -0.2639 0.1267 -0.3520 0.315
H 4.291298 -3.757767 -0.418768 0.0029 0.0230 -0.0701 0.333
C 1.784548 -4.324958 -1.331443 -0.0012 0.0549 0.2609 -0.957
C 3.879400 -3.014548 -1.105295 0.0503 0.1274 -0.0103 -1.035
N 2.425844 -3.045526 -1.032229 -0.0999 0.1173 -0.3414 0.451
H 0.695761 -4.245279 -1.194187 0.4944 0.0503 -0.0421 0.261
C 1.745684 -1.898034 -0.963146 -0.6503 0.5318 -0.0709 0.504
O 0.499900 -1.827551 -0.875584 0.6865 -0.3525 -0.4769 -0.303
H 4.251857 -2.030447 -0.810820 -0.1490 -0.0916 0.0003 0.305
H 2.402171 -0.998772 -1.027597 -0.5987 -0.3871 0.2120 -0.134
H 2.013195 -4.597932 -2.377517 -0.1213 -0.0199 0.4314 0.300
H 4.246110 -3.220562 -2.118510 -0.1386 -0.0907 0.1181 0.332
C 3.120458 1.861976 1.692954 -0.2360 -0.1282 -0.1744 -0.475
O 1.880406 1.355975 2.253935 -0.4282 -0.1532 0.0245 -0.345
P 0.937955 0.184387 1.528341 0.2965 0.4684 0.7109 0.690
O -0.000279 -0.285280 2.812176 0.8435 1.0853 -0.0940 -0.135
C 0.239484 0.100765 4.180136 0.0113 -0.4144 0.4305 -0.806
O 2.019191 -1.017493 1.472165 0.6502 -0.8706 0.2728 -0.132
C 2.589512 -1.720376 2.582288 0.1719 0.0650 0.0140 -0.899
H 3.120954 2.959142 1.809623 -0.0530 -0.4739 0.0569 0.250
H 3.239167 1.631818 0.617156 -0.1723 0.0369 0.7223 0.193
H 3.961893 1.432251 2.258236 -0.2520 0.1299 -0.1539 0.254
H 1.286848 0.424031 4.387589 -0.8287 -0.1818 -0.3563 0.274
H -0.464334 0.907395 4.488321 0.4934 -0.5527 -0.3052 0.221
H 0.032233 -0.824479 4.758469 0.0851 0.6780 -0.0689 0.270
H 3.510210 -2.211347 2.236191 -0.3038 0.1448 -0.0233 0.255
H 2.866919 -1.055418 3.410669 -0.1568 0.0153 -0.2266 0.305
H 1.903380 -2.490227 2.956276 0.0136 0.2205 -0.1250 0.260

Entry 2:
80
Properties=species:S:1:pos:R:3:forces:R:3:mulliken_charge:R:1 method="wB97M-V/def2-TZVPD" de_lowest_kcal_mol=0.00 homo_energy_ev="-9.657 / -9.755" charge=+1 e_tot_ha=-3208.4068 multiplicity=6
Mn -0.328870 -0.068786 -0.128603 0.0124 -0.0059 0.0406 0.797
O 0.916301 -1.889094 -0.850397 -0.0869 -0.1037 -0.0790 -0.540
C 0.961851 -3.180065 -0.214054 0.0455 0.0123 0.0068 -0.581
C 1.910505 -3.095492 0.959461 -0.0023 0.0526 0.0960 -1.153
C 1.586167 -1.916096 1.891726 -0.0768 -0.0780 0.0135 0.116
C 0.166493 -1.948009 2.393409 0.0274 0.0873 -0.1224 0.606
C -0.180543 -2.695307 3.510664 -0.0292 -0.0011 0.0041 -0.904
C -1.501542 -2.743954 3.919890 0.0008 0.0187 -0.0199 -0.517
C -2.453550 -2.037236 3.199374 0.0235 -0.0129 0.0111 -1.187
C -2.036707 -1.310545 2.103454 -0.0137 -0.0179 0.0305 -0.264
N -0.759839 -1.260092 1.699738 0.0804 -0.0626 0.0937 0.557
H 0.428286 -1.975124 -1.683180 -0.0049 0.0915 -0.0219 0.067
H 1.304401 -3.919734 -0.937762 0.0205 -0.0305 0.0231 0.583
H -0.039877 -3.464515 0.118945 -0.0112 0.0188 -0.0272 0.268
H 2.937631 -2.994354 0.605313 -0.0049 0.0251 -0.0070 0.457
H 1.851659 -4.035261 1.513581 0.0049 0.0029 -0.0007 0.443
H 1.752015 -0.979096 1.357928 0.0082 -0.0251 0.0113 -1.137
H 2.271148 -1.927850 2.740282 -0.0009 -0.0119 0.0066 0.742
H 0.589738 -3.229855 4.050513 -0.0053 -0.0036 0.0022 0.564
H -1.785456 -3.321800 4.789440 0.0023 -0.0014 -0.0039 0.442
H -3.497590 -2.047102 3.477404 0.0017 0.0029 -0.0015 0.500
H -2.748567 -0.749814 1.510092 0.0125 -0.0065 0.0002 0.388
C -2.296101 2.571032 2.198614 -0.0039 -0.0127 0.0143 -1.479
P -1.652014 2.131718 0.546266 0.0193 0.0326 -0.0439 1.483
C -3.073564 2.432481 -0.552017 0.0264 0.0245 -0.0228 -1.234
C -0.514319 3.526533 0.196799 -0.0667 0.0012 0.0269 0.353
C -1.022205 4.823168 0.120140 -0.0043 -0.0027 -0.0001 -0.983
C -0.196695 5.903475 -0.136949 0.0338 -0.0125 -0.0037 -0.966
C 1.164620 5.699514 -0.315281 -0.0369 0.0028 0.0076 -0.858
C 1.684025 4.419531 -0.231349 0.0254 -0.0034 -0.0040 -0.834
C 0.860050 3.322552 0.021172 0.0546 0.0144 -0.0038 0.203
P 1.595980 1.653134 0.143988 -0.0250 0.0580 0.0397 1.395
C 2.359735 1.703162 1.807034 0.0011 0.0114 -0.0093 -1.383
C 3.052651 1.692720 -0.947476 -0.0153 0.0013 -0.0165 -1.714
H -2.729819 3.571470 2.203937 0.0008 0.0004 -0.0054 0.443
H -1.489535 2.533787 2.930871 -0.0001 -0.0046 0.0014 0.371
H -3.063498 1.854238 2.493017 -0.0034 -0.0077 0.0009 0.450
H -3.411535 3.467457 -0.518846 -0.0128 -0.0040 -0.0040 0.585
H -3.896221 1.784651 -0.250178 -0.0008 -0.0115 0.0180 0.415
H -2.794549 2.165330 -1.571701 -0.0108 0.0063 0.0033 0.081
H -2.082141 4.995981 0.260374 0.0032 0.0109 -0.0002 0.314
H -0.611301 6.900673 -0.199022 -0.0071 -0.0030 0.0020 0.427
H 1.819485 6.536289 -0.518242 0.0028 -0.0037 -0.0007 0.424
H 2.748329 4.279646 -0.370050 0.0028 -0.0017 -0.0042 0.328
H 2.932262 2.622599 1.933854 -0.0047 0.0019 -0.0074 0.526
H 3.029687 0.852193 1.933578 -0.0107 -0.0058 0.0089 0.470
H 1.587441 1.659976 2.575840 0.0028 -0.0087 0.0031 0.348
H 3.819399 2.375795 -0.583551 0.0035 0.0000 0.0084 0.592
H 2.751472 1.983260 -1.952807 -0.0017 -0.0160 -0.0004 0.393
H 3.472189 0.687104 -0.993719 0.0019 -0.0011 -0.0091 0.457
C -2.659048 -3.066775 -1.192877 -0.0082 -0.0108 -0.0266 -1.321
C -3.626176 -2.096697 -1.872665 -0.0086 0.0157 -0.0048 0.116
C -4.239318 -1.120882 -0.867872 -0.0021 0.0035 -0.0056 -1.033
C -3.013629 -1.375011 -3.057364 0.0469 0.0310 0.0285 0.440
C -3.600183 -1.537800 -4.305660 -0.0023 -0.0040 -0.0336 -1.117
C -3.100663 -0.908875 -5.433644 -0.0415 -0.0355 -0.0033 -1.313
C -1.979950 -0.110122 -5.306574 0.0528 0.0250 0.0225 -1.289
C -1.351450 0.085378 -4.080162 -0.0031 0.0059 0.0187 0.338
C -0.101961 0.946433 -4.049587 0.0099 0.0071 -0.0277 0.526
C 1.153191 0.164602 -3.654502 0.0466 0.0249 0.0131 -1.279
C -0.251770 2.212221 -3.206581 -0.0189 0.0044 -0.0303 -1.116
C -1.880519 -0.540765 -2.933627 -0.1006 -0.0053 -0.0780 -0.148
O -1.317251 -0.353478 -1.734596 0.1020 -0.0417 -0.0271 2.258
H -3.167826 -3.631864 -0.408052 0.0132 -0.0007 0.0097 0.501
H -1.826801 -2.523754 -0.745854 -0.0073 0.0054 0.0408 -0.204
H -2.253498 -3.780097 -1.913158 -0.0039 0.0004 -0.0018 0.405
H -4.446043 -2.697715 -2.275490 0.0041 -0.0048 0.0045 0.843
H -3.471217 -0.439327 -0.500361 0.0042 0.0105 0.0166 -0.540
H -4.681300 -1.655352 -0.022479 -0.0010 0.0063 0.0021 0.505
H -5.020617 -0.521689 -1.337925 0.0014 0.0002 0.0033 0.428
H -4.472011 -2.177117 -4.390185 0.0006 0.0006 0.0001 0.434
H -3.572758 -1.046307 -6.396967 -0.0015 -0.0022 0.0054 0.402
H -1.568882 0.377632 -6.183640 0.0015 0.0007 0.0067 0.439
H 0.053086 1.271245 -5.082131 -0.0188 0.0052 -0.0016 0.772
H 1.205432 0.005979 -2.575054 -0.0337 -0.0607 -0.0069 -0.181
H 2.054901 0.710742 -3.942086 -0.0098 0.0189 -0.0108 0.430
H 1.184571 -0.805131 -4.154428 0.0037 -0.0049 0.0265 0.351
H -0.404846 1.960664 -2.156229 -0.0066 -0.0051 -0.0029 -0.365
H -1.105977 2.805330 -3.537964 0.0008 0.0044 0.0094 0.413
H 0.639402 2.842498 -3.278576 0.0025 -0.0119 -0.0015 0.448

Entry 3:
14
Properties=species:S:1:pos:R:3:forces:R:3:mulliken_charge:R:1 method="wB97M-V/def2-TZVPD" de_lowest_kcal_mol=73.81 homo_energy_ev=-9.238 e_tot_ha=-270.4403
C -1.259064 -0.948012 -0.678353 -0.0724 0.0200 0.1317 -1.297
C -0.061737 -0.601824 0.202342 -0.0373 -0.0019 0.2003 0.401
C -0.118757 0.683147 1.069150 0.4269 0.3515 0.4859 -0.790
C 1.283467 1.165369 0.296750 -0.1501 0.1414 1.4744 0.451
O 2.102534 2.052592 0.348374 -0.5629 -0.2851 0.4861 -0.618
C 1.085161 0.016553 -0.555622 -0.4273 0.7037 -0.2804 -0.657
H -1.574175 -0.067324 -1.255115 0.0316 -0.1235 0.1557 0.308
H -1.001723 -1.730369 -1.405277 -0.0264 0.1355 0.2087 0.342
H -2.111631 -1.295665 -0.088921 0.0598 0.0054 -0.0594 0.355
H 0.242066 -1.465887 0.802140 0.0558 0.0548 -0.1046 0.373
H 0.208329 0.560586 2.094060 -0.2794 -0.2832 0.3485 0.309
H -1.102920 1.184005 1.053546 0.7052 0.3128 -0.1232 0.292
H 1.836381 -0.534658 -1.155831 -0.6308 0.9061 -0.3147 0.364
H 0.347510 1.081900 -0.743413 0.9075 -1.9376 -2.6091 0.165

Entry 4:
49
Properties=species:S:1:pos:R:3:forces:R:3:mulliken_charge:R:1 method="wB97M-V/def2-TZVPD" de_lowest_kcal_mol=0.00 homo_energy_ev="-13.652 / -15.271" charge=+2 e_tot_ha=-3057.2904 multiplicity=6
C -1.689304 3.262392 -1.527392 -0.3915 0.1393 0.2246 -1.412
C -0.607927 2.263978 -1.265942 1.6488 -0.2029 -1.9319 0.674
H -1.456618 3.811497 -2.444621 0.0619 -0.1484 0.2176 0.408
H -1.770302 3.974329 -0.693437 -0.0478 -0.1757 -0.2108 0.300
H -2.647558 2.736978 -1.628274 0.1367 0.1648 0.0808 0.371
O 0.459882 2.240907 -1.927928 -0.5894 -0.3658 1.7990 -0.562
I 3.139709 -0.417586 0.674632 2.2910 -0.5676 0.3702 -0.172
Fe 1.151588 0.587340 -0.021179 -0.1552 -0.1734 -2.5372 -0.405
P 0.649121 1.619597 1.881614 -0.4810 1.0428 3.3636 1.553
C -0.701290 0.844551 2.840941 -0.1530 -0.0841 -0.4444 -1.141
C 1.969957 1.649601 3.159824 0.3282 0.0093 -0.2227 -1.241
H 1.790932 2.495064 3.836666 0.0113 -0.3000 -0.1258 0.469
H 0.511211 3.874006 2.725140 -0.1799 -0.1617 -0.3173 0.469
H 2.947021 1.760495 2.678274 -0.1718 0.0961 0.2628 0.439
H 0.712525 3.862220 0.948740 -0.1439 0.0266 0.2421 0.373
H -0.367968 -0.132855 3.208364 -0.0418 0.2038 -0.0106 0.211
H 1.961949 0.711510 3.726470 0.0274 0.1718 -0.1755 0.374
C 0.194540 3.386498 1.792939 -0.0861 0.1165 -0.5426 -1.363
H -0.963656 1.500652 3.680843 0.1051 -0.1818 -0.1673 0.549
H -0.890170 3.498163 1.662072 0.3019 0.0104 0.0476 0.310
H -1.570554 0.693935 2.191751 0.0736 0.0614 0.3447 0.360
P 0.702055 -1.019250 -3.120532 0.1431 0.3614 -0.1205 1.622
C -0.792644 -0.366301 -3.861774 -0.3652 0.1893 0.0983 -1.400
C 2.100955 -0.023815 -3.609254 0.1520 0.0678 0.1929 -1.408
H 1.887762 -2.883514 -4.044671 -0.2221 -0.0205 0.1201 0.416
H 0.126015 -2.943883 -4.390053 0.2669 -0.0333 0.1902 0.471
H 0.736737 -3.364440 -2.755701 0.0599 0.0038 -0.3233 0.355
C 0.885511 -2.719520 -3.630597 0.1062 -0.4875 0.1193 -1.259
H 2.978016 -0.347935 -3.035090 -0.0703 0.0547 -0.2282 0.455
H 2.274514 -0.158067 -4.685333 -0.0102 0.0505 0.2495 0.472
H -1.148260 -1.089567 -4.606634 -0.0015 0.3043 0.1718 0.527
H -0.588335 0.599797 -4.338093 -0.0587 -0.2094 0.1165 0.385
H 1.883679 1.028018 -3.377715 0.0719 -0.2769 -0.1309 0.377
H -1.549965 -0.235948 -3.078602 0.0475 -0.0369 -0.2940 0.350
C -0.872116 1.242960 -0.241158 -4.2866 0.3491 -0.3087 0.305
O -1.951569 0.680436 -0.102370 2.3950 0.5683 0.3026 -0.414
C 0.544446 -0.948922 -1.365758 -1.1508 -1.0251 2.3810 -0.910
C 0.180844 -1.469020 -0.261789 0.3948 0.1306 -2.9132 0.920
C -0.321893 -2.137003 0.876674 -0.3811 -0.3380 0.8262 0.124
C -1.721871 -2.208577 1.089878 0.0246 0.3488 -0.1322 -0.280
C -2.228067 -2.681891 2.294311 0.0396 -0.0601 -0.1085 -0.663
C -1.359433 -3.119962 3.300854 -0.0235 0.1354 -0.2263 -0.367
C 0.021359 -3.128675 3.075630 0.1380 -0.0815 -0.3132 -0.735
C 0.535168 -2.683384 1.861552 0.2387 0.2065 0.1105 -0.119
H -2.390875 -1.862015 0.302459 0.1096 -0.0368 0.2865 0.457
H -3.308315 -2.699541 2.447361 0.3509 -0.0527 -0.0404 0.430
H -1.761185 -3.468807 4.252893 0.1205 0.1095 -0.2638 0.443
H 0.706370 -3.489344 3.844217 -0.2369 0.0197 -0.2586 0.440
H 1.608008 -2.725103 1.659799 -0.3965 0.0776 0.2294 0.442